The following is a DFT calculation (the ωB97M-V functional and the def2-TZVPD basis) of a gas-phase ion, C3H6ClN2 (charge +1) at a distorted geometry.

molar mass: 105.55 u
calculated total energy: -687.28155 Ha
energy above the lowest of the compared OMol25 structures with the same formula, charge and spin: 49.45 kcal/mol
lowest unoccupied orbital energy: -5.692 eV
SMILES: C/C(Cl)=N/C=[NH2+]
total charge: +1
orbital gap: 9.69 eV

Bonds (Å) are listed after each position.
CARTESIAN COORDINATES (ANGSTROEM)
1 C -0.34 -0.65 -1.43  N4 1.637, N5 1.275, H7 1.098
2 C 0.26 -0.24 0.98  C3 1.436, N4 1.225, Cl6 1.781
3 C 0.52 0.69 2.04  C2 1.436, H8 0.979, H9 1.133, H10 1.162
4 N -0.11 0.24 -0.08  C1 1.637, C2 1.225
5 N -0.98 -0.04 -2.35  C1 1.275, H11 0.974, H12 1.052
6 Cl 0.81 -1.93 1.09  C2 1.781
7 H 0.26 -1.56 -1.62  C1 1.098
8 H 1.21 0.30 2.62  C3 0.979
9 H -0.47 0.96 2.52  C3 1.133
10 H 0.90 1.71 1.63  C3 1.162
11 H -1.03 -0.47 -3.22  N5 0.974
12 H -1.04 1.00 -2.19  N5 1.052

The following is a DFT calculation (the ωB97M-V functional and the def2-TZVPD basis) of a single C3H6ClN3 molecule at a distorted geometry.

molar mass: 119.55 u
calculated total energy: -742.28474 Ha
energy above the lowest of the compared OMol25 structures with the same formula, charge and spin: 49.23 kcal/mol
lowest unoccupied orbital energy: 0.761 eV
SMILES: ClN[C@@H]1C=NNC1
orbital gap: 9.27 eV

Bonds (Å) are listed after each position.
CARTESIAN COORDINATES (ANGSTROEM)
1 C -0.49 -0.08 0.33  C2 1.539, C3 1.553, N6 1.485, H8 1.099
2 C 0.07 1.33 0.09  C1 1.539, N5 1.284, H9 1.075
3 C 0.77 -0.90 -0.07  C1 1.553, N4 1.473, H10 1.090, H11 1.092
4 N 1.79 0.12 -0.36  C3 1.473, N5 1.339, H12 1.008
5 N 1.33 1.36 -0.15  C2 1.284, N4 1.339
6 N -1.75 -0.57 -0.28  C1 1.485, Cl7 1.737, H13 1.014
7 Cl -3.18 0.12 0.44  N6 1.737
8 H -0.68 -0.18 1.41  C1 1.099
9 H -0.52 2.22 0.19  C2 1.075
10 H 1.10 -1.55 0.74  C3 1.090
11 H 0.60 -1.49 -0.97  C3 1.092
12 H 2.75 -0.02 -0.09  N4 1.008
13 H -1.78 -0.38 -1.28  N6 1.014